{
  "formula": "C6H9N",
  "method": "ωB97M-V with the def2-TZVPD basis set",
  "elements": ["C", "C", "C", "C", "N", "C", "C", "H", "H", "H", "H", "H", "H", "H", "H", "H"],
  "coordinates": [[-0.43105, -2.28246, 1.80374], [-1.07149, -1.53461, 0.66529], [-0.51179, -0.80394, -0.26452], [-0.21785, -0.01493, -1.27110], [-0.20671, 1.39767, -1.19888], [1.04852, 2.06933, -1.47609], [0.50092, 2.00991, -0.09550], [-0.45486, -3.36366, 1.61993], [-0.98944, -2.10643, 2.73059], [0.60807, -1.98410, 1.96507], [-2.15721, -1.61063, 0.58941], [-0.01525, -0.41773, -2.26210], [0.96749, 2.98314, -2.05988], [1.90997, 1.44281, -1.70236], [0.98716, 1.33192, 0.60559], [0.03352, 2.88370, 0.35080]],
  "nbo_charge": [-0.63, -0.24, -0.01, -0.10, -0.40, -0.25, -0.25, 0.22, 0.22, 0.22, 0.21, 0.21, 0.20, 0.19, 0.20, 0.20],
  "e_homo_ev": -8.34,
  "gap_ev": 9.45,
  "lumo_energy_ev": 1.12,
  "de_lowest_ev": 3.193,
  "smiles": "CC=C=CN1CC1"
}



{
  "formula": "C6H9N",
  "method": "ωB97M-V with the def2-TZVPD basis set",
  "elements": ["H", "N", "C", "C", "C", "C", "C", "C", "H", "H", "H", "H", "H", "H", "H", "H"],
  "coordinates": [[3.57830, 0.25395, -0.83749], [2.57346, 0.15858, -0.71101], [2.18249, 0.08952, 0.47167], [0.60653, -0.06695, 0.77653], [-0.13879, -1.08306, 0.01480], [-0.43539, -2.34924, -0.11397], [-0.28756, 0.30715, -0.39964], [-1.57014, 1.07562, -0.20069], [2.78844, 0.12084, 1.38447], [0.32794, 0.17306, 1.79324], [-1.10773, -2.69493, -0.88248], [-0.01360, -3.10604, 0.52875], [0.27283, 0.59109, -1.28472], [-2.04977, 0.79336, 0.73247], [-2.26054, 0.86962, -1.01786], [-1.36807, 2.14502, -0.18233]],
  "nbo_charge": [0.35, -0.64, 0.17, -0.33, 0.04, -0.39, -0.25, -0.60, 0.15, 0.22, 0.20, 0.20, 0.25, 0.21, 0.21, 0.21],
  "e_homo_ev": -9.40,
  "gap_ev": 10.52,
  "lumo_energy_ev": 1.12,
  "de_lowest_ev": 2.599,
  "smiles": "[H]/N=C/[C@@H]1C(=C)[C@H]1C"
}



{
  "formula": "C6H9N",
  "method": "ωB97M-V with the def2-TZVPD basis set",
  "elements": ["C", "C", "C", "N", "C", "C", "C", "H", "H", "H", "H", "H", "H", "H", "H", "H"],
  "coordinates": [[2.31305, -0.90730, -0.85249], [1.01284, -0.49424, -0.22668], [0.35396, -1.17729, 0.76103], [-0.83123, -0.53275, 1.01831], [-0.95054, 0.56505, 0.20440], [-2.15009, 1.45787, 0.26515], [0.18185, 0.61781, -0.57160], [2.68428, -1.82855, -0.38951], [3.09600, -0.14561, -0.75736], [2.18067, -1.10980, -1.92207], [0.65699, -2.05143, 1.32079], [-1.55634, -0.87772, 1.62461], [-2.35504, 1.78653, 1.29154], [-1.97850, 2.35182, -0.34080], [-3.05400, 0.96383, -0.11403], [0.39610, 1.38178, -1.31131]],
  "nbo_charge": [-0.62, -0.09, -0.09, -0.51, 0.13, -0.64, -0.30, 0.21, 0.21, 0.21, 0.21, 0.41, 0.21, 0.23, 0.22, 0.21],
  "e_homo_ev": -7.85,
  "gap_ev": 8.89,
  "lumo_energy_ev": 1.05,
  "de_lowest_ev": 0.064,
  "smiles": "Cc1c[nH]c(C)c1"
}



{
  "formula": "C6H9N",
  "method": "ωB97M-V with the def2-TZVPD basis set",
  "elements": ["C", "C", "C", "C", "C", "C", "N", "H", "H", "H", "H", "H", "H", "H", "H", "H"],
  "coordinates": [[0.06594, -1.53498, 1.17747], [-0.90142, -0.90598, 0.15783], [-0.93367, 0.64017, -0.17967], [-0.00247, 0.63177, -1.45242], [1.01959, 0.17415, -0.39522], [0.30622, 1.15894, 0.56763], [0.50255, -1.17993, -0.15192], [0.29652, -2.60355, 1.31119], [0.24723, -0.99562, 2.10235], [-1.72007, -1.50331, -0.24486], [-1.87695, 1.20068, -0.21497], [-0.21915, -0.06729, -2.26820], [0.21828, 1.62889, -1.85020], [2.09892, 0.14632, -0.53682], [0.33946, 1.01280, 1.64872], [0.55902, 2.19695, 0.32910]],
  "nbo_charge": [-0.28, -0.09, -0.22, -0.39, -0.06, -0.43, -0.40, 0.22, 0.19, 0.20, 0.22, 0.21, 0.21, 0.21, 0.20, 0.22],
  "e_homo_ev": -8.90,
  "gap_ev": 10.05,
  "lumo_energy_ev": 1.16,
  "de_lowest_ev": 3.156
}



{
  "formula": "C6H9N",
  "method": "ωB97M-V with the def2-TZVPD basis set",
  "elements": ["C", "C", "C", "C", "N", "C", "C", "H", "H", "H", "H", "H", "H", "H", "H", "H"],
  "coordinates": [[-1.67831, -1.04680, -1.01029], [-0.47508, -0.20976, -0.55330], [-0.66537, 1.26259, -0.46840], [0.20754, 1.66730, 0.66907], [0.84042, 0.52640, 1.36022], [1.80059, -0.20315, 0.54567], [0.39378, -0.66281, 0.63638], [-1.82904, -0.92879, -2.08788], [-2.60673, -0.74582, -0.51988], [-1.52081, -2.11077, -0.81145], [0.93701, 2.43154, 0.36469], [-0.45628, 2.18373, 1.38100], [2.60851, -0.67914, 1.09539], [2.10952, 0.23278, -0.40825], [0.21443, -0.18280, -1.41928], [0.11982, -1.53449, 1.22632]],
  "nbo_charge": [-0.59, -0.43, 0.18, -0.44, -0.40, -0.26, -0.11, 0.22, 0.22, 0.21, 0.25, 0.26, 0.21, 0.18, 0.28, 0.21],
  "e_homo_ev": -8.50,
  "gap_ev": 8.60,
  "lumo_energy_ev": 0.10,
  "de_lowest_ev": 4.803
}



{
  "formula": "C6H9N",
  "method": "ωB97M-V with the def2-TZVPD basis set",
  "elements": ["C", "C", "C", "C", "N", "C", "C", "H", "H", "H", "H", "H", "H", "H", "H", "H"],
  "coordinates": [[3.31887, 0.44900, 0.16466], [1.94447, -0.00061, -0.06321], [0.80523, -0.34917, -0.24563], [-0.53327, -0.86962, -0.51902], [-1.66179, -0.06024, 0.01779], [-2.82961, -0.28272, -0.58836], [-1.44715, 0.74457, 1.05002], [3.72460, 0.94391, -0.72343], [3.97180, -0.39392, 0.41315], [3.35587, 1.15999, 0.99588], [-0.68937, -0.91690, -1.60024], [-0.63563, -1.88518, -0.12476], [-3.71204, 0.17071, -0.15996], [-2.85716, -0.86157, -1.49773], [-2.27321, 1.37237, 1.35521], [-0.48160, 0.77940, 1.52563]],
  "nbo_charge": [-0.69, 0.05, -0.07, -0.28, -0.22, -0.40, -0.35, 0.24, 0.24, 0.24, 0.24, 0.24, 0.19, 0.19, 0.19, 0.20],
  "e_homo_ev": -6.56,
  "gap_ev": 7.46,
  "lumo_energy_ev": 0.90,
  "de_lowest_ev": 4.333
}



Q: Number 6 is which compound?
A: C6H9N